1) A structure of composition C2H8N6, computed with ωB97M-V/def2-TZVPD.

Element x y z (Å)
N (-0.2900, 1.2012, 0.7169)
N (2.5368, -1.4300, 0.1405)
N (1.9007, -0.1336, -0.0530)
N (-1.4339, -1.4585, 1.1341)
N (-0.0822, -1.2208, 0.7701)
N (-1.1347, 1.0761, -0.7533)
C (0.5387, -0.1798, 0.3694)
C (-1.8410, 2.1293, -1.1750)
H (3.0333, -1.5385, 1.0749)
H (1.7529, -2.0566, 0.1219)
H (2.3101, 0.1624, -0.8527)
H (-2.0619, -1.0443, 0.3638)
H (-1.5123, -2.4164, 1.4126)
H (-1.3436, 3.0379, -0.7388)
H (-2.6723, 1.8131, -2.2030)
H (0.2994, 2.0583, -0.3283)

As for the multiplicity: 1. Its LUMO energy is 0.0115 Eh.



2) A cluster of 2 separate species, C2H8N6 in total, computed with ωB97M-V/def2-TZVPD.

Element x y z (Å)
N (-0.8268, -0.8537, -0.1038)
N (0.5099, 0.7361, 0.7206)
N (1.9769, -2.1222, -2.6809)
N (-0.6292, 0.2517, 0.4609)
N (3.0960, -0.8702, -1.1119)
N (2.4309, -1.4923, -1.8734)
C (0.4971, 1.9916, 1.4037)
C (-2.1713, -1.2000, -0.4118)
H (1.0800, 2.7175, 0.8340)
H (-1.4839, 0.8299, 0.7465)
H (-0.5267, 2.3778, 1.5320)
H (0.9593, 1.8832, 2.3880)
H (2.6476, -0.3248, -0.3928)
H (-2.9038, -0.4859, -0.0052)
H (-2.2775, -1.2466, -1.4986)
H (-2.3784, -2.1920, -0.0074)

As for the multiplicity: 1. Its LUMO energy is 0.0284 Eh.



3) A cluster of 2 separate species, C2H8N6 in total, computed with ωB97M-V/def2-TZVPD.

Element x y z (Å)
N (0.8599, -0.0626, 0.7463)
N (1.7563, 0.7987, 0.6573)
N (4.5585, 0.3695, -0.3791)
N (1.0740, -1.2513, 0.9717)
N (3.9982, -0.5924, 0.0772)
N (5.2654, 1.1611, -0.7640)
C (-0.8159, 0.0643, -1.0899)
C (-0.6008, 0.2261, 0.4124)
H (-0.9321, 1.2915, 0.5519)
H (-0.0909, 0.6417, -1.6852)
H (-0.8861, -1.0637, -1.1738)
H (0.1825, -1.7558, 1.1047)
H (1.4534, 1.6602, 0.2781)
H (-1.7709, 0.3728, -1.4079)
H (-1.1985, -0.2518, 1.3028)
H (3.0429, -0.3962, 0.2897)

As for the multiplicity: 1. Its LUMO energy is 0.0148 Eh.



4) A cluster of 2 separate species, C2H8N6 in total, computed with ωB97M-V/def2-TZVPD.

Element x y z (Å)
N (2.1671, -3.5688, 1.7703)
N (1.5601, -4.4442, 1.3767)
N (2.4627, -2.7113, 2.4782)
N (1.0133, -1.6242, 0.2191)
N (0.9327, -0.3789, 0.2098)
N (1.6881, 0.2676, 0.9496)
C (-1.3489, 0.7013, 0.1456)
C (-0.1466, 0.2611, -0.6084)
H (-1.9908, 1.5121, -0.3050)
H (2.9597, -1.9126, 2.0510)
H (0.2778, 1.2864, -0.8552)
H (0.1601, -2.0801, -0.1017)
H (-0.9317, 1.0459, 1.0667)
H (1.4390, 1.2154, 1.1131)
H (-0.3580, -0.2153, -1.5930)
H (-2.0071, -0.0718, 0.5947)

As for the multiplicity: 1. Its LUMO energy is 0.0202 Eh.



Computed relative energies in units of kcal/mol: 1) 120.6; 2) 0.0; 3) 15.6; 4) 22.9



1) A cluster of 9 separate species, C41H57N5O4 in total, computed with ωB97M-V/def2-TZVPD.

Element x y z (Å)
O (2.7952, 7.6387, 1.9287)
O (-6.3410, -3.6212, -3.1007)
O (1.2120, 0.3262, -2.1508)
O (-3.3299, -0.7879, 8.0366)
N (9.1976, -0.5127, -5.8486)
N (-7.2922, 5.9069, 0.6065)
N (0.6068, -8.4938, 3.5547)
N (7.0346, 1.0925, 4.9292)
N (1.2478, -4.3043, -9.2810)
C (-8.8629, 4.6654, 2.5808)
C (-7.8877, 6.6251, 1.6097)
C (-8.0607, -5.2105, -3.4229)
C (3.5264, -4.9438, -10.8213)
C (3.2736, -5.5667, -9.6064)
C (4.1168, 9.5661, 2.0955)
C (4.7966, 8.4141, 2.7771)
C (-3.0018, -0.0613, 6.8268)
C (-6.5417, -3.6866, -4.5046)
C (-0.0948, 1.5754, -0.5563)
C (-0.0877, -0.2647, -2.1879)
C (9.6523, 0.3022, -8.0896)
C (-1.2633, -6.9764, 3.3328)
C (3.0252, 8.8818, 1.2811)
C (8.3037, 0.2036, -8.3841)
C (7.7225, 2.1494, 5.4706)
C (1.2483, 1.5186, -1.2584)
C (-0.2454, -7.7610, 2.8237)
C (4.0571, 7.1278, 2.2743)
C (7.4730, -0.3030, -7.3842)
C (-8.7185, 6.0431, 2.6233)
C (-7.5167, 4.5564, 0.5644)
C (5.9682, 0.6789, 5.5918)
C (-8.2731, 3.8808, 1.5800)
C (1.5537, -3.6430, -10.4421)
C (-4.3245, 0.6852, 6.6368)
C (-1.5198, -7.1594, 4.7457)
C (-0.5918, 0.1259, -0.8578)
C (0.4017, -8.6083, 4.9061)
C (2.2075, -5.1738, -8.8306)
C (-5.3790, -0.2760, 7.0020)
C (-7.4621, -4.2396, -2.3961)
C (5.5764, 1.1450, 6.8740)
C (7.9602, -0.7194, -6.1594)
C (6.3418, 2.1381, 7.4702)
C (-0.6553, -7.8984, 5.5259)
C (-4.7367, -0.7313, 8.2894)
C (10.0305, -0.0145, -6.8126)
C (-7.7035, -4.6078, -4.7719)
C (2.6300, -3.8718, -11.2714)
C (7.4004, 2.6970, 6.7761)
H (11.0625, 0.0395, -6.4989)
H (-2.8588, -0.7012, 5.9560)
H (-4.4326, 1.0850, 5.6285)
H (-6.9831, 4.0927, -0.2521)
H (-7.2120, -4.6105, -1.4021)
H (5.3610, -0.1000, 5.1547)
H (-0.1742, -0.4958, -0.0659)
H (4.7712, 10.1964, 1.4934)
H (-0.1450, -7.8753, 1.7545)
H (3.3115, 8.6718, 0.2506)
H (-6.3387, 0.2328, 7.0928)
H (0.8664, -2.8431, -10.6745)
H (-0.8237, -7.8799, 6.5925)
H (8.0071, 3.4976, 7.1727)
H (-0.7624, 0.1932, -2.9113)
H (-1.9935, -6.4787, 2.7120)
H (-2.4466, -6.7595, 5.1298)
H (2.7970, -3.2929, -12.1676)
H (-9.5350, 4.1858, 3.2769)
H (-7.7431, 7.6949, 1.6394)
H (-2.1302, 0.5375, 7.0912)
H (-1.6803, 0.0786, -0.8251)
H (3.9542, -6.2779, -9.1621)
H (-8.3786, 2.8103, 1.6763)
H (4.4967, 6.6256, 1.4125)
H (-8.1623, -3.4163, -2.2549)
H (6.0837, 2.3257, 8.5020)
H (5.8367, 8.2183, 2.5164)
H (-6.8189, -2.7628, -5.0125)
H (1.9480, -5.7017, -7.9248)
H (7.9035, 0.4817, -9.3479)
H (-0.1104, -1.3297, -2.4192)
H (4.7403, 8.6352, 3.8429)
H (4.7783, 0.6666, 7.4222)
H (-5.4784, -1.0771, 6.2695)
H (10.3734, 0.7627, -8.7486)
H (3.6950, 10.2245, 2.8550)
H (-4.2689, 1.5369, 7.3147)
H (7.3040, -1.0024, -5.3497)
H (0.0424, 1.9350, 0.4635)
H (-5.0418, -0.0339, 9.0696)
H (1.0481, -9.1837, 5.5522)
H (4.4559, -5.1526, -11.3299)
H (-9.1405, -5.3340, -3.3396)
H (1.9237, 1.2586, -0.4434)
H (-7.7222, -6.2264, -3.2192)
H (-5.1131, -1.7364, 8.4794)
H (1.5578, 2.4314, -1.7674)
H (4.0062, 6.4396, 3.1180)
H (-9.1208, 6.6899, 3.3888)
H (2.1684, 9.5319, 1.1042)
H (-0.6695, 2.3579, -1.0519)
H (-8.6102, -4.3054, -5.2959)
H (8.4872, 2.6834, 4.9262)
H (-5.6767, -4.1285, -4.9993)
H (-7.3197, -5.4818, -5.2981)
H (6.4412, -0.4413, -7.6718)

As for the multiplicity: 1. Its LUMO energy is 0.0211 Eh.



2) A cluster of 9 separate species, C41H57N5O4 in total, computed with ωB97M-V/def2-TZVPD.

Element x y z (Å)
O (-7.6092, -3.8781, -0.7364)
O (1.2917, -3.6054, 7.6847)
O (8.2348, -3.2801, 1.6501)
O (1.5410, 0.4545, 2.0436)
N (5.6999, 3.2813, -3.6844)
N (-0.2341, 6.1804, -2.3989)
N (1.6456, -2.1481, -7.0560)
N (-5.6166, 4.5566, 6.4299)
N (-7.7144, 3.0763, -3.3955)
C (-6.7970, -2.6556, -0.6528)
C (-5.4673, 5.6426, 7.1632)
C (7.1933, -5.0988, 2.7816)
C (1.3949, 7.4599, -3.5921)
C (-0.8914, 7.2936, -1.9776)
C (-6.1793, -2.6667, 0.7232)
C (-7.9862, 2.5735, -4.6088)
C (0.9640, -2.1807, -8.1745)
C (-0.0749, -3.0206, -8.4286)
C (-0.1422, 0.0375, 0.4803)
C (-5.4945, 2.0830, -3.6375)
C (-0.3331, -3.9944, -7.4549)
C (-5.8884, 1.4915, -4.8663)
C (7.6428, -3.6703, 2.9291)
C (0.9637, 6.2338, -3.0956)
C (8.0681, -5.5373, 1.6333)
C (-5.7833, -4.1382, 0.8246)
C (1.1880, 0.2300, -0.2079)
C (-3.9151, 6.6424, 5.5359)
C (6.3349, 3.6954, -2.5424)
C (-5.0188, 4.5084, 5.1839)
C (1.1143, -5.0675, 7.4935)
C (0.3362, -3.9991, -6.2126)
C (1.8622, -3.0815, 6.5145)
C (2.1670, 0.1069, 0.8321)
C (-4.1629, 5.5193, 4.7511)
C (-6.9384, -4.8570, 0.0704)
C (5.9640, 1.0231, -2.9106)
C (6.6675, 1.4563, -1.7979)
C (6.7829, 2.8360, -1.5398)
C (-0.4887, 8.5473, -2.5572)
C (0.1403, 0.6544, 1.8427)
C (7.9928, -4.3587, 0.6886)
C (-6.4584, 2.7571, -2.8891)
C (1.3096, -3.8968, 5.3552)
C (1.4215, -3.0723, -6.0905)
C (5.5834, 1.9150, -3.8906)
C (1.1598, -5.2975, 6.0137)
C (-4.5037, 6.6299, 6.7573)
C (0.7180, 8.6047, -3.3004)
C (-7.1721, 1.7649, -5.3790)
H (8.4041, -3.5345, 3.6973)
H (-7.0088, -2.6435, 1.4300)
H (8.7870, -4.1862, -0.0378)
H (1.6247, -2.0197, 6.4478)
H (2.5090, -0.9244, 0.9201)
H (5.8616, -0.0355, -3.0986)
H (2.9511, -3.0682, 6.5615)
H (0.3353, -3.5228, 5.0405)
H (-1.1200, -4.7055, -7.6587)
H (7.0999, 0.8060, -1.0519)
H (-3.6346, 5.3010, 3.8348)
H (-6.0789, -2.7879, -1.4621)
H (-5.7982, -4.6660, 1.7781)
H (0.9774, 9.5980, -3.6358)
H (2.9320, 0.8659, 0.6686)
H (-7.6213, -5.2723, 0.8115)
H (2.1096, -5.7759, 5.7750)
H (6.4715, 4.7666, -2.5247)
H (0.2065, -5.3481, 8.0276)
H (7.4438, -5.6084, 3.7120)
H (-7.3800, -1.7533, -0.8376)
H (-4.4478, 1.9491, -3.4074)
H (1.9593, -3.8991, 4.4801)
H (-1.0060, 9.4766, -2.3697)
H (-0.2226, 1.6765, 1.9513)
H (-5.4520, -1.8745, 0.9007)
H (-1.6953, 7.2782, -1.2566)
H (-6.1336, 3.2547, -1.9873)
H (0.3605, -5.9073, 5.5925)
H (7.6082, -6.4208, 1.1905)
H (6.1302, -5.1779, 2.5546)
H (-0.3864, 0.1237, 2.6359)
H (1.3143, 1.2314, -0.6196)
H (5.3126, 1.5964, -4.8864)
H (2.2913, 7.4169, -4.1929)
H (1.9197, -3.1092, -5.1329)
H (0.0754, -4.6722, -5.4093)
H (-7.4339, 1.3679, -6.3486)
H (-9.0191, 2.6246, -4.9201)
H (1.6107, 5.3691, -3.0825)
H (-5.1254, 3.5991, 4.6111)
H (9.0651, -5.7138, 2.0369)
H (-4.2279, 7.5267, 7.2920)
H (7.0093, -4.1573, 0.2639)
H (7.2816, 3.1449, -0.6330)
H (-0.8826, 0.7042, 0.0381)
H (-6.4886, -5.6024, -0.5855)
H (-5.9703, 5.6327, 8.1188)
H (6.7601, -3.0461, 3.0677)
H (-3.1879, 7.3431, 5.1529)
H (-0.3908, -1.0147, 0.6186)
H (-5.1849, 0.8882, -5.4208)
H (1.0372, -1.3915, -8.9082)
H (-4.7989, -4.2934, 0.3830)
H (-0.5726, -3.0629, -9.3862)
H (1.9237, -5.6202, 7.9706)
H (1.3835, -0.4765, -1.0145)

As for the multiplicity: 1. Its LUMO energy is 0.0078 Eh.



Computed relative energies in units of kcal/mol: 1) 0.0; 2) 1.8